Entry 1:
{"formula": "C4H7NO2S", "method": "the ωB97M-V functional and the def2-TZVPD basis", "total_energy_ha": -760.03658, "total_charge": -2, "de_lowest_kj_mol": 69.4, "smiles": "O=C([O-])NCCC[S-]", "homo_energy_ev": 0.0, "homo_lumo_gap_ha": 0.216, "e_lumo_ev": 5.9, "species": ["O", "C", "O", "N", "C", "C", "C", "S", "H", "H", "H", "H", "H", "H", "H"], "coordinates": [[-3.246, -0.075, 0.820], [-2.281, -0.480, 1.503], [-2.351, -0.858, 2.710], [-0.996, -0.664, 0.892], [-0.685, 0.003, -0.343], [0.737, 0.631, -0.384], [1.527, 0.194, -1.574], [3.380, 0.557, -1.586], [-0.268, -0.686, 1.589], [-1.376, 0.921, -0.410], [-0.880, -0.520, -1.283], [0.613, 1.751, -0.484], [1.237, 0.549, 0.584], [0.959, 0.463, -2.482], [1.655, -0.894, -1.791]], "atomic_forces_ev_per_a": [[0.4, 0.3, -0.6], [-0.6, -1.0, 0.8], [0.5, 0.2, -0.1], [-0.6, -0.2, -0.1], [-0.6, 3.1, 0.1], [-0.7, 1.0, 0.2], [1.8, -1.6, -1.3], [-0.7, 0.6, -0.1], [0.0, 0.0, -0.2], [0.5, -1.4, 0.0], [0.0, -0.7, 0.3], [0.2, -1.0, 0.0], [0.2, -0.5, -0.2], [0.4, 0.7, 0.1], [-0.9, 0.3, 1.1]], "nbo_charge": [-0.82, 0.86, -0.85, -0.70, -0.20, -0.42, -0.51, -0.79, 0.37, 0.18, 0.16, 0.18, 0.20, 0.16, 0.19]}



Entry 2:
{"formula": "C4H7NO2S", "method": "the ωB97M-V functional and the def2-TZVPD basis", "total_energy_ha": -759.96792, "total_charge": -2, "de_lowest_kj_mol": 249.6, "smiles": "[O-]/C=N\\[C@H](CO)C[S-]", "homo_energy_ev": 0.6, "homo_lumo_gap_ha": 0.207, "e_lumo_ev": 6.2, "species": ["O", "C", "N", "C", "C", "O", "C", "S", "H", "H", "H", "H", "H", "H", "H"], "coordinates": [[-0.533, 2.367, -1.024], [-1.185, 1.839, -0.032], [-1.188, 0.616, 0.416], [0.098, -0.117, 0.324], [0.534, -0.669, -1.036], [1.116, 0.416, -1.904], [0.142, -1.305, 1.365], [1.657, -2.111, 2.007], [-1.952, 2.532, 0.388], [0.768, 0.665, 0.641], [1.337, -1.454, -1.115], [-0.449, -0.988, -1.511], [0.540, 1.262, -1.482], [-0.418, -2.066, 0.731], [-0.465, -0.988, 2.232]], "atomic_forces_ev_per_a": [[0.4, -0.3, 1.2], [-0.6, -0.3, -1.7], [0.2, 0.2, 0.6], [1.0, -0.5, 0.9], [0.1, 1.4, -2.3], [-2.4, 1.0, 2.3], [-1.5, -0.2, -1.1], [0.2, 0.4, -0.3], [0.0, -0.4, 0.0], [1.2, 0.0, 0.0], [-1.1, 0.5, 0.9], [1.1, -0.2, 0.2], [1.3, -1.6, -1.7], [0.1, 0.3, 1.2], [0.0, -0.2, -0.6]], "nbo_charge": [-0.82, 0.44, -0.66, -0.13, -0.09, -0.85, -0.51, -0.77, 0.06, 0.17, 0.19, 0.13, 0.50, 0.15, 0.19]}



Entry 3:
{"formula": "C4H7NO2S", "method": "the ωB97M-V functional and the def2-TZVPD basis", "total_energy_ha": -759.95215, "total_charge": -2, "de_lowest_kj_mol": 291.1, "smiles": "[O-]/C=N\\[C@H](CO)C[S-]", "homo_energy_ev": 0.8, "homo_lumo_gap_ha": 0.202, "e_lumo_ev": 6.3, "species": ["O", "C", "N", "C", "C", "O", "C", "S", "H", "H", "H", "H", "H", "H", "H"], "coordinates": [[0.186, -2.617, -0.054], [-0.059, -1.872, 0.894], [-0.532, -0.615, 1.007], [-0.531, 0.536, 0.186], [-0.098, 0.281, -1.243], [-0.733, -0.885, -1.795], [0.532, 1.460, 0.818], [0.626, 3.080, -0.008], [0.080, -2.412, 1.857], [-1.618, 1.126, 0.195], [-0.270, 0.971, -1.929], [1.000, 0.133, -1.303], [-0.568, -1.745, -1.266], [1.581, 0.989, 0.795], [0.403, 1.571, 1.846]], "atomic_forces_ev_per_a": [[0.7, -1.6, -2.6], [-1.7, 3.5, 1.6], [0.4, -3.2, 1.9], [-0.5, 1.3, -0.3], [1.0, -4.5, 1.8], [-0.6, -1.1, -0.3], [1.4, 0.1, -1.7], [0.2, 0.7, 0.0], [-0.3, 0.5, 0.5], [2.5, -1.5, 0.1], [-1.1, 3.6, -2.6], [-0.2, -0.1, 0.5], [0.5, 1.8, -0.3], [-1.5, 0.1, -0.5], [-0.9, 0.2, 1.8]], "nbo_charge": [-0.81, 0.45, -0.71, -0.07, -0.07, -0.83, -0.49, -0.81, 0.04, 0.16, 0.17, 0.13, 0.50, 0.16, 0.18]}